1.
Here is 11 unconnected molecules or ions with the total composition C42H84O20S9 at a distorted geometry from OMol25. Energies are from ωB97M-V/def2-TZVPD.

Geometry as XYZ:
```
155
Properties=species:S:1:pos:R:3:forces:R:3
O -1.6247 3.1941 2.2064 0.057 0.288 0.043
S -3.0652 3.0147 2.2093 1.533 -1.897 -1.344
O -3.6271 2.3264 1.0433 -0.014 0.463 1.393
C -3.4530 2.1991 3.7650 0.677 -1.466 -0.867
C -3.9653 3.2612 4.6665 -0.006 0.358 0.013
C -4.7734 4.1387 3.7036 -0.341 0.413 0.318
C -3.9004 4.5171 2.4714 -0.627 -0.042 0.960
H -2.5458 1.6232 4.0452 -0.669 0.406 -0.118
H -4.2486 1.5063 3.4964 -0.004 -0.246 0.198
H -4.6040 2.8091 5.4346 0.204 0.352 -0.017
H -3.1410 3.8266 5.1235 -0.283 -0.089 0.025
H -5.1612 4.9708 4.2556 -0.098 0.869 -0.031
H -5.6660 3.5836 3.3968 0.205 -0.059 -0.257
H -3.1227 5.2792 2.6631 -0.701 -0.174 -0.204
H -4.4758 4.6190 1.5550 0.089 0.710 0.066
O 2.3453 -6.9416 -1.6437 0.881 -0.628 -1.250
S 1.7210 -6.3380 -0.5156 -0.075 0.248 0.240
O 2.4470 -6.3039 0.7382 -0.515 -0.014 -0.179
C 1.1815 -4.7035 -0.9246 -0.567 0.711 0.046
C -0.2994 -4.6812 -0.5127 0.288 0.403 1.084
C -0.8950 -6.0361 -0.8308 -0.584 -0.153 0.035
C 0.0871 -7.0480 -0.3207 0.527 -0.972 -0.916
H 1.2593 -4.4803 -1.9886 0.353 -0.263 -0.002
H 1.8228 -4.0494 -0.3314 -0.198 0.261 -0.239
H -0.2817 -4.4823 0.5852 -0.480 -0.178 -0.643
H -0.8929 -3.9255 -1.0032 0.221 0.593 -0.033
H -1.0679 -6.1555 -1.9136 0.267 0.068 0.289
H -1.8742 -6.1856 -0.3565 0.203 0.138 -0.034
H 0.0264 -8.0016 -0.8655 0.330 0.269 0.326
H 0.0850 -7.2102 0.7214 -0.691 -0.276 1.344
O 5.7115 3.6712 -3.2605 1.665 -0.638 1.728
S 4.6094 3.9167 -4.0988 -1.496 1.581 -2.347
O 4.0718 5.2464 -4.2155 -0.035 0.546 0.286
C 5.0047 3.3336 -5.7337 -0.484 -0.644 -0.628
C 4.3529 1.9502 -5.7604 0.327 -0.785 0.349
C 2.9632 2.0999 -5.1192 0.706 0.692 0.438
C 3.2413 2.8373 -3.8013 0.300 -0.565 0.361
H 6.0565 3.4774 -5.9996 -0.103 -0.475 0.496
H 4.4418 3.8552 -6.4871 -0.302 0.977 0.033
H 4.2501 1.5549 -6.7583 0.101 -0.054 -0.385
H 4.9302 1.2235 -5.1980 0.169 -0.174 0.135
H 2.5105 1.1669 -4.8368 -0.184 -0.452 -0.466
H 2.3588 2.6385 -5.8287 -0.609 0.365 0.044
H 3.6823 2.0766 -3.1534 -0.296 0.029 0.380
H 2.4592 3.4067 -3.2806 0.163 -0.258 -0.421
O 0.5262 -1.4588 6.4642 -0.157 0.302 -0.035
S 1.3356 -0.8486 5.4368 -0.660 -1.497 0.231
O 2.3813 -1.6549 4.8595 0.524 -0.157 -0.254
C 0.3353 -0.2052 4.0657 -0.212 -0.383 0.702
C 0.4436 1.2881 4.3257 -1.754 1.573 -1.169
C 1.8495 1.5666 4.7812 0.747 -0.362 1.060
C 2.0614 0.6602 5.9963 0.484 -0.223 -0.307
H -0.6712 -0.6707 4.0300 0.535 0.537 0.388
H 0.8464 -0.5551 3.1736 0.160 0.268 -0.223
H 0.1867 1.8783 3.4104 0.166 -0.484 0.591
H -0.3088 1.6404 5.0867 0.720 -0.516 -0.480
H 2.0825 2.5631 5.1227 -0.229 0.565 -0.417
H 2.5692 1.2562 4.0264 0.060 0.196 -0.248
H 1.5640 0.9896 6.8957 -0.298 0.168 0.150
H 3.1062 0.4215 6.2195 -0.198 0.098 -0.056
O -2.0368 7.4408 -0.2885 0.342 -0.640 -0.015
S -1.5217 6.0887 -0.4318 -0.879 -0.224 0.853
O -2.4628 4.9778 -0.4014 0.025 0.377 -0.268
C -0.4531 6.0044 -1.8606 -0.719 0.044 0.044
C 0.9075 5.5602 -1.3644 0.054 -0.924 -0.320
C 1.0305 6.1117 0.0681 0.286 -0.162 0.404
C -0.2728 5.7269 0.8018 0.700 -0.339 0.012
H -0.3971 7.0294 -2.1971 -0.076 0.270 -0.258
H -0.9688 5.3778 -2.5905 0.283 -0.063 0.004
H 0.9761 4.4351 -1.3781 0.012 1.057 0.080
H 1.6153 5.9732 -2.0962 0.285 -0.295 0.556
H 1.1870 7.1931 0.0446 -0.215 0.005 -0.019
H 1.8768 5.7006 0.6216 0.062 -0.065 -0.212
H -0.4631 6.2502 1.7535 0.002 0.012 -0.587
H -0.2877 4.6290 1.0134 -0.198 0.887 -0.323
O 3.3275 -0.9769 -5.3091 0.336 -0.979 -0.132
S 3.1673 -2.0577 -4.3505 -0.756 1.513 0.708
O 1.8580 -2.1569 -3.7400 -0.355 0.318 0.511
C 3.3994 -3.7315 -4.8327 0.029 0.484 -0.743
C 4.0287 -4.3776 -3.6119 0.778 -1.203 0.727
C 4.9049 -3.3519 -2.8107 0.677 0.585 -1.526
C 4.4195 -1.9126 -3.0645 -0.243 -0.034 -0.685
H 3.9253 -3.6862 -5.7734 0.781 -0.525 -0.142
H 2.3653 -3.9768 -5.0746 0.156 -0.540 0.182
H 3.2857 -4.7868 -2.9183 -0.165 0.262 -0.408
H 4.6468 -5.2809 -3.8620 -0.488 0.933 -0.016
H 5.9396 -3.3845 -3.2022 -0.388 -0.262 0.438
H 4.8792 -3.5355 -1.7551 0.101 -0.337 0.421
H 5.1527 -1.1592 -3.4109 -0.193 -0.681 0.170
H 3.8778 -1.5145 -2.2226 -0.163 0.135 0.390
O -1.6518 3.0766 -3.0773 1.449 0.861 0.908
S -2.8567 2.6249 -3.6927 -0.084 0.350 -0.463
O -3.1414 3.1080 -5.0110 -0.417 0.058 -0.459
C -2.7824 0.8697 -3.6390 0.526 -1.046 -0.212
C -3.8451 0.4137 -2.6222 0.017 -0.128 -1.338
C -4.1236 1.6290 -1.7624 -0.950 -0.819 1.103
C -4.2040 2.8745 -2.5587 0.930 1.528 -0.512
H -1.7748 0.5754 -3.3071 -0.334 0.281 -0.123
H -2.8659 0.5940 -4.6970 -0.370 -0.462 0.391
H -4.7105 0.0709 -3.1899 -0.305 0.173 0.161
H -3.5185 -0.4288 -2.0221 0.300 -0.054 -0.056
H -3.3205 1.7518 -1.0444 0.007 0.025 0.111
H -5.0360 1.4699 -1.1967 -0.072 0.064 0.301
H -3.8990 3.7684 -1.9801 -0.251 -0.409 -0.175
H -5.0719 3.1241 -3.1559 -0.428 -0.430 0.050
O -2.5429 -0.5095 2.3829 0.544 0.229 -0.101
S -3.7250 -1.3202 2.2066 1.099 0.787 0.178
O -4.6070 -1.3406 3.3333 -0.989 -0.336 0.368
C -4.6043 -0.8135 0.7274 0.285 -0.558 0.889
C -5.0900 -2.1296 0.2105 -0.183 -0.986 -1.130
C -3.9780 -3.1705 0.3688 1.000 -0.622 -0.140
C -3.2448 -2.9550 1.6973 -0.132 -0.802 0.648
H -3.8753 -0.3692 0.0713 0.170 0.403 -0.101
H -5.3680 -0.1374 1.0898 -0.070 0.295 -0.269
H -5.9426 -2.4855 0.7572 -0.666 0.072 0.245
H -5.3348 -2.0985 -0.8612 -0.225 0.188 0.362
H -3.2492 -3.0440 -0.4358 -0.068 -0.013 -0.012
H -4.3353 -4.2109 0.3375 -0.113 0.463 -0.178
H -2.1451 -3.0256 1.6915 -0.393 0.337 -0.446
H -3.5586 -3.6731 2.4799 -0.157 0.518 -0.364
O -1.3756 -1.3998 -1.1341 -1.104 -0.278 -0.559
S -0.2641 -0.8620 -0.4014 1.335 -0.268 0.794
O 0.3345 -1.7513 0.6029 -0.341 0.967 -0.533
C 0.9804 -0.2396 -1.5524 -0.113 0.110 0.713
C 0.6278 1.2323 -1.6127 1.509 1.392 0.478
C 0.2269 1.7911 -0.2356 -0.334 -0.502 -0.567
C -0.7301 0.7555 0.3007 0.059 -0.896 -0.181
H 0.8717 -0.7073 -2.5270 0.123 -0.362 0.251
H 1.9422 -0.4898 -1.0592 -0.349 0.251 -0.474
H 1.4642 1.8715 -1.9401 -0.150 -0.548 -0.304
H -0.1919 1.4535 -2.2600 -0.479 -0.155 -0.681
H -0.3287 2.7191 -0.4229 0.331 -0.038 0.414
H 1.1036 1.9372 0.4038 -0.216 0.090 0.029
H -1.7460 0.8971 -0.0712 0.063 0.128 0.381
H -0.6918 0.5595 1.3499 -0.375 0.268 0.710
C -2.2922 -3.3201 4.8396 1.127 -0.349 1.025
C -1.3551 -4.2895 4.1713 -0.268 -0.596 -0.506
C -0.0312 -3.7946 3.6839 1.464 -1.095 0.487
O -1.6720 -5.4459 3.9891 -0.202 -0.072 0.086
H -3.3077 -3.6459 4.8850 -0.580 -0.451 -0.138
H -2.2447 -2.3332 4.4300 0.160 0.663 -0.196
H -1.9063 -3.2849 5.8745 -0.208 0.324 -0.208
H 0.6397 -3.4274 4.4747 -0.468 -0.058 0.089
H -0.1923 -2.9660 3.0426 -0.050 0.887 -0.946
H 0.5651 -4.6004 3.1733 -0.884 0.692 0.294
C 3.5569 -0.8323 1.8452 0.330 -0.572 0.449
C 3.7240 -2.1655 1.2124 -0.687 -0.531 -1.617
C 4.1811 -3.3182 2.0861 0.637 0.291 -1.186
O 3.5847 -2.3108 -0.0063 0.164 -0.028 1.356
H 2.9208 -0.9515 2.7248 0.282 0.182 0.076
H 3.1901 -0.0762 1.1691 -0.010 0.131 -0.263
H 4.5937 -0.6475 2.1515 -0.201 0.608 0.361
H 4.3478 -3.0930 3.1167 -0.245 0.329 0.666
H 5.1533 -3.5630 1.6486 0.085 -0.227 0.091
H 3.5750 -4.2013 1.9545 -0.386 -0.186 -0.059
```
Forces are in eV/Å.

Computed properties:
Total energy (eV): -183380.641
E_HOMO (eV): -9.41
F_max (Eh/bohr): 0.0623
Gap between HOMO and LUMO (eV): 9.48
ΔE to the lowest compared entry with this formula, charge and spin (kcal/mol): 0.0
Structure (SMILES): O=S1(=O)CCCC1.O=S1(=O)CCCC1.O=S1(=O)CCCC1.O=S1(=O)CCCC1.O=S1(=O)CCCC1.O=S1(=O)CCCC1.O=S1(=O)CCCC1.O=S1(=O)CCCC1.O=S1(=O)CCCC1.CC(C)=O.CC(C)=O
LUMO energy (Eh): 0.002

2.
Here is a single C21H29NO3 molecule at a distorted geometry from OMol25. Energies are from ωB97M-V/def2-TZVPD.

Geometry as XYZ:
```
54
Properties=species:S:1:pos:R:3:forces:R:3
C -0.0609 -3.9892 0.2877 0.069 -0.103 0.081
O -0.9664 -2.9964 -0.1157 -0.122 0.216 -0.126
C -2.1543 -2.9824 0.6565 -0.016 0.272 0.004
C -2.9726 -1.8125 0.2293 -0.451 -0.802 -0.422
C -4.0089 -1.6858 -0.6481 0.439 -0.222 0.479
C -4.2885 -0.2994 -0.7291 0.330 0.409 0.361
C -3.4022 0.3174 0.1054 -0.726 0.285 -0.598
C -3.1230 1.7571 0.3950 0.146 -0.175 0.181
N -1.6900 1.9714 0.3790 -0.206 0.126 -0.057
C -1.2671 3.2611 0.8773 0.164 0.040 0.270
C 0.2370 3.2165 1.1367 -0.119 0.143 -0.177
C 1.0004 2.7868 -0.1137 -0.055 -0.182 0.149
C 0.4270 1.5093 -0.7437 0.071 0.133 -0.329
C 1.0404 1.3371 -2.1488 -0.436 -0.010 0.138
O 2.4361 1.4779 -2.1971 0.455 0.006 0.063
C 0.6155 0.2431 0.1315 -0.010 0.194 -0.071
C 1.9865 -0.3766 0.1468 -0.033 -0.158 0.028
C 2.2895 -1.3033 -0.8523 0.017 -0.060 0.038
C 3.5243 -1.9192 -0.9306 0.066 -0.051 -0.062
C 4.4899 -1.6268 0.0159 0.054 -0.052 -0.020
C 4.1876 -0.7510 1.0409 0.043 -0.014 -0.017
C 2.9473 -0.1272 1.1336 0.088 -0.035 -0.009
C 2.6853 0.7575 2.3166 -0.030 0.028 -0.042
C -1.0854 1.7217 -0.9125 0.277 -0.155 -0.059
O -2.6131 -0.5993 0.6948 0.320 0.115 0.294
H 0.8100 -3.8971 -0.3577 0.036 -0.077 0.056
H -0.4949 -4.9913 0.1814 0.035 -0.004 0.003
H 0.2469 -3.8463 1.3309 0.022 -0.019 -0.017
H -1.9007 -2.8892 1.7238 -0.053 -0.069 -0.087
H -2.7189 -3.9142 0.5044 0.023 0.146 0.044
H -4.5063 -2.4741 -1.1746 -0.037 -0.242 -0.092
H -5.0409 0.1704 -1.3291 -0.109 0.196 -0.125
H -3.6697 2.3792 -0.3371 -0.010 -0.096 0.080
H -3.4862 2.0128 1.3969 -0.003 0.060 -0.090
H -1.7953 3.4723 1.8110 -0.027 0.022 -0.058
H -1.5019 4.0708 0.1604 -0.031 -0.011 0.028
H 0.4197 2.5177 1.9519 0.014 0.002 0.100
H 0.5815 4.2025 1.4554 0.027 -0.008 0.063
H 0.9301 3.5827 -0.8601 0.069 0.055 -0.059
H 2.0593 2.6513 0.1071 0.045 0.061 -0.057
H 0.6570 2.1247 -2.8050 -0.094 -0.066 0.053
H 0.7278 0.3710 -2.5695 -0.057 0.038 -0.013
H 2.8297 0.7764 -1.6613 0.006 0.074 -0.119
H -0.0733 -0.5144 -0.2494 -0.042 0.006 0.079
H 0.2873 0.4889 1.1388 -0.065 -0.110 0.046
H 1.5281 -1.5539 -1.5770 -0.111 0.006 -0.082
H 3.7283 -2.6275 -1.7202 0.013 -0.049 -0.075
H 5.4625 -2.0938 -0.0303 0.081 -0.039 0.000
H 4.9310 -0.5501 1.7998 0.051 0.028 0.083
H 3.4569 0.6131 3.0697 0.012 0.017 0.046
H 1.7213 0.5278 2.7667 -0.070 0.060 0.076
H 2.6865 1.8078 2.0327 -0.061 0.114 0.050
H -1.5338 0.8305 -1.3559 0.002 -0.020 -0.040
H -1.2659 2.5666 -1.6045 -0.005 -0.021 0.008
```
Forces are in eV/Å.

Computed properties:
Total energy (eV): -29879.514
E_HOMO (eV): -8.45
F_max (Eh/bohr): 0.0197
Gap between HOMO and LUMO (eV): 9.28
ΔE to the lowest compared entry with this formula, charge and spin (kcal/mol): 44.3
Structure (SMILES): COCc1ccc(CN2CCC[C@@](CO)(Cc3ccccc3C)C2)o1
LUMO energy (Eh): 0.031

3.
Here is a single C4H7NO2 molecule from OMol25. Energies are from ωB97M-V/def2-TZVPD.

Geometry as XYZ:
```
14
Properties=species:S:1:pos:R:3:forces:R:3
C -0.9152 -0.9032 1.1573 -0.071 -0.032 0.047
C 0.0174 0.0433 0.4210 -0.031 0.036 0.084
C 1.4567 -0.4699 0.4083 0.186 -0.317 0.270
O 1.8460 -1.3729 1.1058 -0.208 0.462 -0.386
C -0.4035 0.3257 -1.0192 -0.169 -0.074 -0.220
N 0.1976 1.4380 -1.5664 -0.147 0.050 -0.150
O -1.1236 -0.4107 -1.6621 0.385 0.179 0.278
H -0.9163 -1.8843 0.6784 -0.004 0.135 0.027
H -0.5799 -1.0301 2.1888 -0.028 0.008 -0.130
H -1.9397 -0.5232 1.1600 0.135 -0.014 -0.031
H 0.0818 1.0163 0.9396 -0.019 -0.148 -0.074
H 2.1421 0.0611 -0.2861 -0.061 -0.082 0.110
H 0.3532 2.2524 -0.9949 0.149 -0.141 0.081
H -0.0361 1.6363 -2.5289 -0.116 -0.061 0.094
```
Forces are in eV/Å.

Computed properties:
Total energy (eV): -9846.764
E_HOMO (eV): -10.03
F_max (Eh/bohr): 0.0124
Gap between HOMO and LUMO (eV): 10.62
ΔE to the lowest compared entry with this formula, charge and spin (kcal/mol): 11.9
Structure (SMILES): C[C@@H](C=O)C(N)=O
LUMO energy (Eh): 0.022

4.
Here is 2 unconnected molecules or ions with the total composition C5H14N3 from OMol25. Energies are from ωB97M-V/def2-TZVPD.

Geometry as XYZ:
```
22
Properties=species:S:1:pos:R:3:forces:R:3
C 2.8058 -0.2661 0.5742 0.143 -0.492 -0.063
C 1.9473 -0.6453 1.7657 -0.058 0.291 0.178
C -0.3832 0.0673 1.6711 0.041 0.039 0.088
N 0.5186 -0.7829 1.4115 0.088 -0.044 -0.111
H 2.8620 -1.0702 -0.1657 -0.113 0.080 0.075
H 2.4404 0.6327 0.0933 -0.010 0.183 0.002
H 3.8214 -0.1056 0.9325 -0.009 0.101 -0.023
H 2.2371 -1.5913 2.2115 0.096 -0.152 -0.044
H 2.0045 0.1084 2.5549 -0.077 -0.029 -0.134
H -1.4148 -0.1508 1.4271 0.050 0.063 -0.204
H -0.1037 0.9915 2.1632 -0.070 -0.063 0.131
H 0.2525 -1.5971 0.8615 -0.029 -0.114 0.107
C -2.7503 0.5399 -1.0905 0.521 -0.206 -0.112
N -0.0267 1.1822 -1.2060 0.081 -0.007 -0.169
C -0.5565 -0.0309 -1.6383 0.362 -0.034 0.182
N -1.7476 -0.4278 -1.5405 -0.481 0.103 0.058
H -3.7247 0.0940 -1.2159 -0.259 0.007 0.072
H -2.7137 1.4706 -1.6713 -0.048 -0.065 0.072
H -2.6040 0.7901 -0.0315 -0.169 0.121 -0.044
H 0.8145 1.4595 -1.6952 -0.103 0.079 0.080
H -0.6829 1.9418 -1.1007 -0.016 0.062 -0.120
H 0.1861 -0.7306 -2.0224 0.060 0.076 -0.020
```
Forces are in eV/Å.

Computed properties:
Total energy (eV): -9874.930
E_HOMO (eV): -13.13
F_max (Eh/bohr): 0.0111
Gap between HOMO and LUMO (eV): 8.36
ΔE to the lowest compared entry with this formula, charge and spin (kcal/mol): 51.6
Charge: +1
LUMO energy (Eh): -0.175